Entry from the Open Molecules 2025 dataset: a structure of composition C33H52BN6OS5Sn in a non-equilibrium geometry (ωB97M-V with the def2-TZVPD basis set).

Atoms and positions in Å:
Sn -0.5451 -0.4991 0.2607
C -0.5898 -2.8079 1.3604
C -1.9297 -2.7936 1.8118
C -2.7254 -3.1409 0.7296
C -1.9108 -3.3204 -0.4513
C -0.6025 -3.1054 -0.1034
C 0.6401 -3.3322 -0.9184
C -2.4587 -3.6736 -1.7923
C -4.1790 -3.4421 0.7665
C -2.3897 -2.5598 3.2189
C 0.6186 -2.8644 2.2530
H 1.2592 -2.4374 -1.0064
H 0.3936 -3.6678 -1.9248
H 1.2676 -4.1002 -0.4563
H -2.9864 -4.6296 -1.7581
H -1.6721 -3.7507 -2.5418
H -3.1817 -2.9224 -2.1313
H -4.3475 -4.4912 0.5095
H -4.7233 -2.8392 0.0324
H -4.6059 -3.2609 1.7511
H -2.6099 -3.4953 3.7390
H -3.2945 -1.9512 3.2356
H -1.6306 -2.0320 3.7980
H 1.4294 -3.4103 1.7760
H 0.3614 -3.3858 3.1770
H 1.0151 -1.8950 2.5293
C 0.1158 4.1935 4.3371
C 0.3825 2.7588 3.8810
C 1.3704 2.0533 4.8181
C -0.9222 1.9753 3.8890
N 1.0352 2.8341 2.5254
C 2.3198 3.3341 2.4293
C 2.6760 3.3005 1.1321
N 1.6218 2.7855 0.4198
B 1.8295 2.4967 -1.0901
N 0.5253 2.4336 -1.9247
C -0.0809 3.6127 -2.2927
C -1.1687 3.3072 -3.0213
N -1.2370 1.9301 -3.1216
C -0.2029 1.4113 -2.4191
S 0.1633 -0.2712 -2.1573
C -2.3310 1.3220 -3.9699
C -3.6631 1.7501 -3.3510
C -2.1606 1.8859 -5.3834
C -2.2772 -0.1972 -4.0532
N 2.7259 1.2525 -1.2954
C 3.5042 1.1862 -2.4296
C 4.2097 0.0467 -2.3788
N 3.8770 -0.6053 -1.2024
C 2.9390 0.1438 -0.5535
S 2.1335 -0.2025 0.9342
C 4.6113 -1.8793 -0.8741
C 6.1018 -1.5383 -0.7996
C 4.3323 -2.8694 -2.0091
C 4.2009 -2.5074 0.4484
C 0.6230 2.5114 1.2745
S -0.9326 1.9265 0.7720
H -0.3140 4.1819 5.3392
H 1.0324 4.7829 4.3703
H -0.5900 4.6850 3.6659
H 0.8725 1.8451 5.7644
H 1.7000 1.1072 4.3854
H 2.2469 2.6603 5.0401
H -1.2689 1.9484 4.9233
H -1.6874 2.4472 3.2813
H -0.7916 0.9479 3.5472
H 2.8682 3.6778 3.2856
H 3.5916 3.5977 0.6504
H 2.4498 3.4310 -1.5226
H 0.3230 4.5681 -2.0059
H -1.8877 3.9514 -3.4909
H -3.8538 2.8166 -3.4767
H -4.4754 1.2090 -3.8365
H -3.6931 1.5049 -2.2881
H -2.2292 2.9726 -5.4120
H -1.2009 1.5853 -5.8072
H -2.9535 1.4889 -6.0173
H -2.4641 -0.6649 -3.0913
H -3.0712 -0.4969 -4.7386
H -1.3315 -0.5564 -4.4568
H 3.4914 1.9680 -3.1694
H 4.9276 -0.3509 -3.0715
H 6.4736 -1.0892 -1.7193
H 6.2973 -0.8530 0.0263
H 6.6673 -2.4540 -0.6256
H 4.8212 -2.5786 -2.9393
H 4.7137 -3.8515 -1.7292
H 3.2616 -2.9547 -2.1928
H 4.3222 -1.8259 1.2860
H 3.1737 -2.8555 0.4253
H 4.8548 -3.3662 0.6090
C -4.2527 1.0212 2.9082
O -3.4967 0.3362 1.9015
C -3.9274 0.4081 0.6281
S -5.2699 1.1960 0.1311
S -2.9639 -0.5635 -0.4579
H -3.7898 0.7477 3.8520
H -5.2926 0.7036 2.8817
H -4.2082 2.0979 2.7475

Output
Total charge: +1
LUMO level (Ha): -0.1271
E_tot (eV): -106737.195
Largest force on an atom (eV Å⁻¹): 1.66



Entry from the Open Molecules 2025 dataset: a structure of composition C33H52N3O2P2V in a non-equilibrium geometry (ωB97M-V with the def2-TZVPD basis set).

Atoms and positions in Å:
C 0.5164 3.2293 -0.7642
C -1.5661 2.4696 -0.0057
C 0.0628 4.5586 -0.7823
C -2.0608 3.7721 0.1278
C -1.2298 4.8263 -0.2573
H 0.6938 5.3445 -1.2418
H -3.1376 3.9230 0.3688
H -1.6092 5.8495 -0.1930
N -0.2089 2.2686 -0.1328
P 2.3611 1.2079 -0.6536
P -2.5842 -0.2693 0.2308
C 1.6852 2.6802 -1.5842
H 1.3104 2.3121 -2.5528
H 2.4173 3.4572 -1.8545
C 0.3913 -1.6001 -0.0509
O 0.4026 -2.7824 -0.1214
C -2.5499 1.4427 -0.4848
H -3.6410 1.8985 -0.4599
C -4.2792 -0.6503 -0.7554
C -2.7261 -1.0557 2.0871
C 3.1707 0.1826 -1.9769
C 3.5265 2.0411 0.5736
C -3.7879 -1.7841 -1.6905
H -3.3090 -2.6127 -1.1182
H -4.6527 -2.2150 -2.2530
H -3.0451 -1.4285 -2.4298
C -5.4528 -1.0459 0.1156
H -5.2995 -1.9040 0.7679
H -5.7682 -0.1842 0.7150
H -6.2915 -1.2835 -0.5582
C -4.9004 0.5546 -1.5477
H -5.6297 0.1718 -2.2874
H -5.4953 1.2265 -0.8809
H -4.1487 1.1800 -2.0613
C -2.9254 -2.5685 1.8522
H -2.0754 -2.9813 1.2872
H -2.9657 -3.0924 2.8206
H -3.8475 -2.8129 1.3070
C -1.4030 -0.8282 2.8392
H -0.5692 -1.3363 2.3379
H -1.1608 0.2485 2.9367
H -1.4693 -1.2560 3.8591
C -3.8455 -0.3667 2.8707
H -4.8522 -0.5553 2.4662
H -3.8250 -0.7610 3.9041
H -3.6759 0.7258 2.9201
C 4.5469 1.0302 1.1006
H 5.1550 1.5350 1.8641
H 4.0630 0.1689 1.5752
H 5.2342 0.6773 0.3230
C 2.6922 2.5997 1.7383
H 1.9440 3.3250 1.3920
H 2.1754 1.7992 2.2839
H 3.3697 3.1148 2.4365
C 4.2441 3.2224 -0.0980
H 5.0356 3.5746 0.5799
H 4.7180 2.9412 -1.0449
H 3.5646 4.0654 -0.2785
C 2.1544 -0.0795 -3.1031
H 1.8995 0.8441 -3.6367
H 2.6135 -0.7729 -3.8224
H 1.2160 -0.5206 -2.7462
C 3.6496 -1.1575 -1.3879
H 2.8121 -1.7659 -1.0126
H 4.1499 -1.7180 -2.1944
H 4.3746 -1.0240 -0.5720
C 4.3452 0.9807 -2.5435
H 4.0153 1.9555 -2.9266
H 5.1501 1.1281 -1.8140
H 4.7652 0.4177 -3.3880
V 0.2820 0.2226 -0.0850
N -0.5544 0.1956 -1.7450
C -1.7500 0.7902 -1.8357
C -2.2185 1.0583 -3.2297
C -1.8111 -0.0214 -4.0455
C -2.7873 2.2527 -3.7728
C -1.9515 0.0573 -5.4229
H -1.3096 -0.8962 -3.6064
C -2.9815 2.3221 -5.1713
H -3.0478 3.0892 -3.1128
C -2.5412 1.2274 -5.9374
H -1.5901 -0.7685 -6.0586
H -3.4414 3.2285 -5.6175
H -2.6952 1.2731 -7.0025
C 2.5929 -2.4337 2.6110
C 2.1441 -1.0604 3.0170
N 2.3560 -0.7319 4.3062
O 1.5907 -0.2556 2.2310
H 3.4403 -2.7604 3.2436
H 2.9082 -2.4432 1.5443
H 1.7583 -3.1637 2.7348
H 2.0217 0.1543 4.6285
H 2.7694 -1.3777 4.9481

Output
Total charge: +1
LUMO level (alpha / beta) (Ha): -0.1031 / -0.1156
E_tot (eV): -87887.149
Multiplicity: 4
Largest force on an atom (eV Å⁻¹): 8.41



Entry from the Open Molecules 2025 dataset: a structure of composition C33H52N3O3P2Sr in a non-equilibrium geometry (ωB97M-V with the def2-TZVPD basis set).

Atoms and positions in Å:
C -1.4640 -1.0692 -1.8939
C 0.7783 -1.6754 -1.5218
C -1.5113 -1.8083 -3.0783
C 0.7513 -2.4644 -2.7099
C -0.3970 -2.5423 -3.4755
H -2.4528 -1.8672 -3.6190
H 1.6839 -2.9318 -3.0138
H -0.4345 -3.1617 -4.3721
N -0.3961 -1.0836 -1.0735
P -2.9404 0.2177 0.1770
P 3.0791 -0.2246 -0.3422
C -2.6715 -0.1583 -1.6099
H -2.5485 0.7837 -2.1735
H -3.5764 -0.6121 -2.0429
C -0.1381 2.9307 2.4310
O 0.7692 3.4104 2.9333
C 2.0692 -1.5142 -0.9093
H 2.6438 -2.4503 -0.8855
C 4.4536 0.2819 -1.4890
C 3.7224 -0.8066 1.3051
C -3.6121 1.9772 0.1400
C -4.1725 -1.1505 0.7038
C 4.6411 1.8093 -1.3363
H 4.9152 2.0820 -0.3072
H 5.4499 2.1339 -2.0060
H 3.7372 2.3650 -1.6132
C 5.8072 -0.4018 -1.2199
H 6.2330 -0.1726 -0.2376
H 5.7513 -1.4910 -1.3435
H 6.5188 -0.0193 -1.9698
C 4.0851 -0.0698 -2.9402
H 4.9162 0.2460 -3.5899
H 3.9364 -1.1517 -3.0629
H 3.1852 0.4482 -3.2821
C 4.7023 0.1966 1.9317
H 4.2265 1.1668 2.1130
H 5.0209 -0.2090 2.9028
H 5.6085 0.3591 1.3418
C 2.5542 -0.9891 2.2918
H 2.0586 -0.0293 2.5117
H 1.8548 -1.7741 1.9525
H 2.9635 -1.3457 3.2477
C 4.3951 -2.1924 1.1851
H 5.2978 -2.1891 0.5652
H 4.6870 -2.5010 2.2004
H 3.7049 -2.9514 0.8006
C -4.8530 -0.7519 2.0253
H -5.4273 -1.6130 2.4010
H -4.1308 -0.4757 2.8069
H -5.5635 0.0766 1.8982
C -3.3264 -2.4247 0.9154
H -2.7640 -2.7050 0.0141
H -2.6159 -2.3320 1.7522
H -3.9978 -3.2619 1.1576
C -5.2396 -1.4166 -0.3668
H -6.0133 -2.0671 0.0704
H -5.7352 -0.4995 -0.7100
H -4.8272 -1.9456 -1.2348
C -2.5925 2.8658 -0.6046
H -2.5741 2.6586 -1.6820
H -2.8833 3.9205 -0.4816
H -1.5701 2.7507 -0.2136
C -3.7692 2.4876 1.5870
H -2.8133 2.4965 2.1297
H -4.1465 3.5205 1.5531
H -4.4860 1.8904 2.1648
C -4.9657 1.9909 -0.5751
H -4.9020 1.5821 -1.5935
H -5.7401 1.4458 -0.0170
H -5.3045 3.0356 -0.6589
Sr -0.3012 -0.2376 1.4695
N 1.4167 1.1847 0.3339
C 1.6938 1.0510 -0.8761
C 1.2754 1.6761 -2.1815
C 1.1223 3.0647 -2.2632
C 0.9042 0.9069 -3.2969
C 0.7304 3.6688 -3.4679
H 1.3309 3.6775 -1.3830
C 0.4376 1.4970 -4.4756
H 1.0089 -0.1722 -3.2624
C 0.3894 2.8873 -4.5764
H 0.7012 4.7580 -3.5552
H 0.1474 0.8496 -5.3096
H 0.0925 3.3517 -5.5227
N -1.3148 -2.6419 5.7246
C -1.0409 -1.1774 5.6756
C -0.7442 -0.8871 4.2262
O -0.4651 0.2936 3.8610
O -0.7977 -1.8904 3.4231
H -2.2608 -2.8253 6.0711
H -0.6829 -3.1138 6.3764
H -1.1917 -2.9886 4.7370
H -1.9156 -0.6222 6.0178
H -0.1805 -0.9402 6.3005

Output
Total charge: +1
LUMO level (Ha): -0.1161
E_tot (eV): -65085.096
Largest force on an atom (eV Å⁻¹): 5.49



Entry from the Open Molecules 2025 dataset: a cluster of 9 separate species, C33H52O17 in total in a non-equilibrium geometry (ωB97M-V with the def2-TZVPD basis set).

Atoms and positions in Å:
O 0.7225 -3.3047 -2.6101
C 0.3252 -2.3106 -3.2093
C -1.0378 -2.1186 -3.7638
C -0.9113 -0.8641 -4.5718
C 0.5054 -0.3616 -4.3264
O 1.1175 -1.2845 -3.4648
H -1.2986 -2.9327 -4.4401
H -1.8153 -2.0587 -3.0022
H -1.1430 -1.1274 -5.6038
H -1.5847 -0.1006 -4.1823
H 0.9712 -0.3041 -5.3101
H 0.6191 0.6056 -3.8368
O -6.9788 0.4334 -1.2964
C -7.8580 -0.2232 -1.7926
C -8.6357 -0.0439 -3.1036
C -9.8521 -0.9378 -2.9009
C -9.4713 -1.8982 -1.8223
O -8.3405 -1.3345 -1.1546
H -8.8974 1.0074 -3.2232
H -7.9593 -0.3932 -3.8837
H -10.8036 -0.4628 -2.6620
H -10.1418 -1.4977 -3.7901
H -10.2706 -2.1854 -1.1391
H -9.2111 -2.8925 -2.1853
O -4.9745 -5.8195 1.6048
C -5.8677 -5.0080 1.2241
C -7.0783 -5.5021 0.4986
C -7.8189 -4.2755 0.1254
C -7.2668 -3.2014 1.1013
O -5.9802 -3.6573 1.4661
H -6.7856 -5.9721 -0.4403
H -7.5845 -6.2689 1.0851
H -7.6074 -4.0089 -0.9102
H -8.8986 -4.4071 0.1969
H -7.2506 -2.1926 0.6888
H -7.8149 -3.0523 2.0316
O -0.9057 -5.4698 3.4867
C -1.2646 -5.5436 2.2851
C -1.7936 -4.5427 1.3270
C -1.8508 -5.3309 0.0508
C -1.8999 -6.7783 0.3903
O -1.4425 -6.8334 1.7057
H -2.7725 -4.1952 1.6573
H -1.1638 -3.6557 1.2588
H -2.7539 -5.0825 -0.5066
H -1.0941 -5.2203 -0.7260
H -2.9318 -7.1175 0.4806
H -1.2329 -7.4005 -0.2065
O -7.0294 0.1857 -7.6352
C -5.9280 0.1228 -7.0851
C -4.7215 0.9002 -7.4112
C -3.8865 0.7288 -6.2111
C -4.3660 -0.6065 -5.6279
O -5.6674 -0.7215 -6.1121
H -4.2728 0.3570 -8.2429
H -4.9472 1.9423 -7.6375
H -2.8406 0.5044 -6.4208
H -3.9918 1.5082 -5.4564
H -3.7847 -1.4233 -6.0557
H -4.3166 -0.5907 -4.5391
O -6.7062 -2.9192 -3.4439
C -7.3826 -3.2414 -4.4037
C -7.6307 -4.5668 -5.0725
C -8.8903 -4.2472 -5.8316
C -8.7388 -2.8071 -6.2162
O -7.9047 -2.3048 -5.1793
H -6.8042 -4.7691 -5.7538
H -7.8090 -5.4152 -4.4119
H -9.1156 -4.8960 -6.6780
H -9.7776 -4.4099 -5.2198
H -8.3163 -2.7075 -7.2160
H -9.7190 -2.3358 -6.1441
O -6.7089 -7.6843 -4.7476
C -5.6731 -7.3779 -4.1466
C -4.7667 -8.2998 -3.3805
C -4.1198 -7.3386 -2.4311
C -4.1863 -6.0000 -3.1908
O -5.2541 -6.1700 -4.0701
H -5.2551 -9.1392 -2.8856
H -4.0100 -8.6649 -4.0748
H -4.5765 -7.2189 -1.4487
H -3.1052 -7.6490 -2.1813
H -4.4505 -5.1876 -2.5138
H -3.2500 -5.8494 -3.7283
O 0.9822 1.0511 -0.9471
C 0.2169 0.8164 0.0166
C 0.4789 -0.0474 1.1811
C -0.8938 -0.3059 1.7674
C -1.7578 0.8185 1.1529
O -1.0671 1.1700 -0.0291
H 0.9280 -0.9444 0.7547
H 1.1837 0.3633 1.9041
H -1.1575 -1.3257 1.4870
H -0.8098 -0.1978 2.8487
H -2.7336 0.3888 0.9268
H -1.9284 1.6750 1.8051
C -4.2014 -2.0523 -0.8641
O -4.1632 -2.0965 -2.2897
H -4.4920 -3.0406 -0.5079
H -3.2308 -1.8409 -0.4155
H -4.9530 -1.2860 -0.6745
H -5.0770 -2.3267 -2.4728

Output
Total charge: 0
LUMO level (Ha): 0.0073
E_tot (eV): -69871.109
SMILES: O=C1CCCO1.O=C1CCCO1.O=C1CCCO1.O=C1CCCO1.O=C1CCCO1.O=C1CCCO1.O=C1CCCO1.O=C1CCCO1.CO
Largest force on an atom (eV Å⁻¹): 5.16



Entry from the Open Molecules 2025 dataset: a structure of composition C33H53B2F4N6OOsS4 in a non-equilibrium geometry (ωB97M-V with the def2-TZVPD basis set).

Atoms and positions in Å:
Os -0.9865 -2.3814 -0.1802
C 0.3078 -0.0378 -4.5083
C 0.2116 0.5285 -3.1597
C 0.1234 1.8525 -2.8834
C -0.0274 2.2796 -1.5570
N -0.0097 1.4580 -0.5392
N 0.2247 0.1724 -0.8176
B 0.3764 -0.7128 0.3922
N -0.0538 -0.0987 1.6911
N 0.8305 0.7520 2.2547
C 0.5461 1.2684 3.4355
C -0.6984 0.9987 4.0374
C -1.5301 0.0454 3.5497
C -2.8061 -0.3497 4.2297
C -1.1519 -0.5588 2.3017
S -1.9937 -1.9844 1.7472
C 1.5698 2.1515 4.1266
C 1.9848 1.3403 5.3832
C 0.8325 3.4545 4.4118
C 2.7985 2.3484 3.2330
N 1.8097 -1.3653 0.5807
N 2.8631 -0.6121 0.2557
C 4.0943 -1.0286 0.3061
C 4.3271 -2.3410 0.7704
C 3.2530 -3.1955 0.9807
C 3.4781 -4.6273 1.4232
C 1.9375 -2.7034 0.7927
S 0.5446 -3.7435 0.8532
C 5.1846 -0.1672 -0.1718
C 6.1008 0.1943 1.0128
C 5.9756 -0.9272 -1.2366
C 4.6636 1.1690 -0.7475
C 0.2604 -0.3630 -2.0450
S 0.3336 -2.1025 -2.2466
C -0.0961 3.7548 -1.2628
C 1.2628 4.4159 -1.4521
C -1.1598 4.4111 -2.1390
C -0.4529 4.0230 0.2076
H 0.1047 0.7409 -5.2673
H -0.4528 -0.8480 -4.6285
H 1.3055 -0.4740 -4.7172
H 0.2661 2.6171 -3.6278
H -0.9750 1.5345 4.9382
H -3.0901 0.3785 4.9916
H -2.7302 -1.3239 4.7903
H -3.6013 -0.4781 3.4569
H 1.1400 1.1001 6.0720
H 2.7709 1.8749 5.9074
H 2.4277 0.3554 5.0276
H 0.2714 3.3395 5.3817
H 0.1824 3.7118 3.5511
H 1.5726 4.2548 4.5325
H 3.1262 1.3849 2.7717
H 3.6294 2.7314 3.8456
H 2.6595 3.0569 2.3940
H 5.2972 -2.7452 0.9244
H 4.5430 -4.7820 1.5890
H 3.0803 -5.3191 0.6464
H 2.9429 -4.8607 2.3568
H 6.5878 -0.7339 1.4027
H 5.5190 0.7510 1.8043
H 6.9068 0.8563 0.6943
H 6.5260 -1.7778 -0.7734
H 6.7927 -0.3162 -1.6987
H 5.3951 -1.3084 -2.0994
H 4.2389 1.8056 0.0448
H 3.8666 1.0568 -1.5591
H 5.4924 1.7308 -1.2141
H 1.7232 4.2538 -2.4677
H 1.9856 4.0793 -0.6916
H 1.1696 5.5348 -1.3297
H -0.9450 4.2605 -3.2359
H -1.1742 5.5064 -2.0259
H -2.2314 4.1022 -2.0132
H 0.3599 3.6715 0.8909
H -1.3931 3.4846 0.4568
H -0.6417 5.1185 0.3778
C -3.7978 1.4145 -3.7483
C -4.3101 0.1278 -3.1041
C -4.6541 0.2189 -1.6389
S -4.1585 -1.2127 -0.5653
O -2.6327 -1.5360 -1.0945
C -5.4246 -2.3966 -1.2279
C -5.1089 -3.1317 -2.5124
C -6.0335 -4.3555 -2.6900
H -3.5933 1.2290 -4.8159
H -2.8701 1.7665 -3.2946
H -4.5304 2.2551 -3.6309
H -3.6068 -0.7252 -3.2269
H -5.2144 -0.1452 -3.7201
H -5.7765 0.1795 -1.5003
H -4.2965 1.1354 -1.1576
H -6.3451 -1.8056 -1.3487
H -5.5376 -3.0431 -0.3253
H -4.0365 -3.3838 -2.5959
H -5.3388 -2.4385 -3.3381
H -5.8171 -5.1446 -1.9431
H -5.8653 -4.8380 -3.6996
H -7.0998 -4.0572 -2.6592
F -2.2656 -5.0088 1.2061
B -2.7064 -5.1832 -0.0995
F -4.0212 -4.9176 -0.1712
F -2.5180 -6.4557 -0.5128
F -2.0175 -4.1912 -1.1145

Output
Total charge: +3
LUMO level (alpha / beta) (Ha): -0.3427 / -0.4704
E_tot (eV): -104079.074
Multiplicity: 5
Largest force on an atom (eV Å⁻¹): 3.69